# 1
{
  "formula": "C32H80BNO15PS",
  "method": "wB97M-V/def2-TZVPD",
  "charge": -1,
  "orbital_gap_ha": 0.2402,
  "total_energy_ev": -87479.62696,
  "e_homo_ha": -0.1669,
  "elements": ["C", "C", "O", "P", "S", "N", "C", "O", "B", "C", "O", "C", "C", "C", "C", "H", "H", "H", "H", "H", "H", "H", "H", "H", "H", "H", "H", "H", "H", "H", "H", "H", "H", "H", "H", "C", "O", "C", "C", "O", "C", "H", "H", "H", "H", "H", "H", "H", "H", "H", "H", "C", "O", "C", "C", "O", "C", "H", "H", "H", "H", "H", "H", "H", "H", "H", "H", "C", "O", "C", "C", "O", "C", "H", "H", "H", "H", "H", "H", "H", "H", "H", "H", "C", "O", "C", "C", "O", "C", "H", "H", "H", "H", "H", "H", "H", "H", "H", "H", "C", "O", "C", "C", "O", "C", "H", "H", "H", "H", "H", "H", "H", "H", "H", "H", "C", "O", "C", "C", "O", "C", "H", "H", "H", "H", "H", "H", "H", "H", "H", "H"],
  "positions_angstrom": [[5.7457, 1.0864, 1.2234], [4.2471, 1.1197, 1.4556], [3.6116, 0.3102, 0.5020], [2.0173, -0.3054, 0.5974], [1.1920, 1.2625, 2.1714], [1.5095, 0.9269, -0.8046], [2.0086, 2.0044, -0.9271], [2.4878, 3.0837, -1.0365], [2.2749, -1.4093, 2.2211], [1.0095, -2.0336, 2.9407], [3.5072, -1.6399, 2.7905], [2.4533, -1.6598, -0.6875], [2.9399, -1.1174, -2.0401], [3.4040, -2.7890, -0.2633], [4.8582, -2.4165, 0.0013], [5.9561, 1.0245, 0.1548], [6.2084, 1.9782, 1.6474], [6.1811, 0.2036, 1.6934], [4.0216, 0.7647, 2.4663], [3.8786, 2.1494, 1.3944], [0.6393, -0.6852, 0.5689], [1.6863, 2.4582, 1.8261], [0.2395, -2.3416, 2.2317], [0.5603, -1.2791, 3.5924], [1.2706, -2.9029, 3.5577], [3.4228, -2.1827, 3.5803], [1.4838, -2.1374, -0.8789], [3.4790, -1.8979, -2.5920], [3.6413, -0.2919, -1.9197], [2.1104, -0.8113, -2.6747], [2.9925, -3.4156, 0.5384], [3.4216, -3.4683, -1.1284], [5.4707, -3.3196, 0.0794], [4.9953, -1.8104, 0.8893], [5.2433, -1.8498, -0.8474], [0.8679, -7.3566, -4.1479], [-0.3886, -6.7243, -4.0126], [-0.5348, -6.0027, -2.7993], [-0.2606, -4.5242, -2.9602], [1.0796, -4.2667, -3.3305], [1.2617, -4.0179, -4.7099], [0.9735, -7.6502, -5.1915], [1.6870, -6.6851, -3.8801], [0.9259, -8.2550, -3.5219], [0.1293, -6.4158, -2.0321], [-1.5668, -6.1358, -2.4620], [-0.4342, -4.0318, -1.9985], [-0.9519, -4.0885, -3.6897], [0.9447, -3.0002, -4.9628], [0.7084, -4.7303, -5.3281], [2.3262, -4.1184, -4.9183], [-1.7397, 0.2193, -0.6493], [-2.7552, 0.6888, -1.5337], [-3.8625, 1.2631, -0.8775], [-3.7343, 2.7694, -0.7634], [-2.6446, 3.1468, 0.0557], [-1.4672, 3.4994, -0.6547], [-0.8296, 0.0960, -1.2301], [-1.5327, 0.9262, 0.1545], [-2.0230, -0.7474, -0.2155], [-3.9896, 0.8357, 0.1243], [-4.7575, 1.0258, -1.4637], [-4.6446, 3.1688, -0.3007], [-3.6373, 3.2121, -1.7618], [-1.5529, 4.5116, -1.0688], [-1.2607, 2.7951, -1.4620], [-0.6406, 3.4678, 0.0529], [-5.1754, 2.8714, 2.7982], [-6.3469, 2.6182, 2.0362], [-7.4376, 2.1315, 2.7887], [-8.4355, 3.2215, 3.1153], [-7.8989, 4.2277, 3.9530], [-7.4433, 5.3705, 3.2542], [-4.5146, 3.4830, 2.1864], [-5.4016, 3.3988, 3.7279], [-4.6569, 1.9366, 3.0324], [-7.0907, 1.6535, 3.7113], [-7.9429, 1.3719, 2.1829], [-9.2867, 2.7780, 3.6416], [-8.8086, 3.6638, 2.1838], [-8.2861, 5.9944, 2.9329], [-6.8470, 5.0974, 2.3810], [-6.8237, 5.9445, 3.9410], [8.6456, -4.0191, -4.5300], [7.4763, -4.3836, -5.2361], [6.4148, -4.8079, -4.3965], [5.4178, -3.7080, -4.1066], [5.9909, -2.6430, -3.3789], [6.3420, -1.5241, -4.1688], [9.2864, -3.4743, -5.2219], [8.4162, -3.3790, -3.6753], [9.1835, -4.9068, -4.1762], [6.8114, -5.1970, -3.4522], [5.8998, -5.6252, -4.9110], [4.6098, -4.1258, -3.4957], [4.9767, -3.3408, -5.0409], [5.4530, -0.9375, -4.4255], [6.8560, -1.8218, -5.0869], [7.0057, -0.9027, -3.5694], [8.8220, 0.5549, 5.2493], [7.6456, 0.2496, 4.5359], [6.6074, -0.3164, 5.3145], [5.5482, 0.6985, 5.6807], [6.0577, 1.7365, 6.5041], [6.3694, 2.9174, 5.7891], [9.4135, 1.2247, 4.6265], [8.6022, 1.0507, 6.1990], [9.4106, -0.3493, 5.4480], [7.0189, -0.7803, 6.2187], [6.1355, -1.0983, 4.7118], [4.7545, 0.1925, 6.2377], [5.1052, 1.1133, 4.7696], [5.4605, 3.4713, 5.5303], [6.9209, 2.6987, 4.8718], [6.9866, 3.5365, 6.4395], [-13.0773, 4.4811, -0.1994], [-11.9070, 5.1975, -0.5393], [-10.7102, 4.5861, -0.0895], [-10.0189, 3.7862, -1.1711], [-10.7982, 2.6866, -1.6081], [-11.5073, 2.9266, -2.8072], [-13.8908, 4.8854, -0.7998], [-12.9721, 3.4143, -0.4106], [-13.3239, 4.6115, 0.8605], [-10.9140, 3.9420, 0.7734], [-10.0374, 5.3847, 0.2374], [-9.0835, 3.3875, -0.7669], [-9.7705, 4.4386, -2.0150], [-10.8389, 2.8815, -3.6743], [-12.0059, 3.8989, -2.7936], [-12.2568, 2.1424, -2.9025]],
  "lowdin_charge": [-0.07, -0.37, -0.36, 0.52, 0.42, -0.01, -0.50, 0.06, -0.66, -0.06, 0.07, -0.41, -0.12, -0.26, -0.10, 0.07, 0.07, 0.06, 0.07, 0.09, -0.03, -0.24, 0.05, 0.05, 0.05, 0.09, 0.09, 0.05, 0.07, 0.06, 0.10, 0.09, 0.07, 0.04, 0.06, -0.12, -0.19, -0.20, -0.20, -0.20, -0.11, 0.09, 0.08, 0.09, 0.13, 0.12, 0.13, 0.13, 0.09, 0.08, 0.07, -0.12, -0.19, -0.22, -0.21, -0.20, -0.10, 0.06, 0.07, 0.08, 0.12, 0.12, 0.11, 0.12, 0.09, 0.09, 0.08, -0.09, -0.20, -0.21, -0.21, -0.19, -0.11, 0.08, 0.09, 0.10, 0.13, 0.13, 0.13, 0.11, 0.08, 0.08, 0.09, -0.12, -0.19, -0.20, -0.22, -0.20, -0.10, 0.09, 0.08, 0.09, 0.13, 0.12, 0.12, 0.13, 0.09, 0.08, 0.09, -0.12, -0.19, -0.20, -0.20, -0.19, -0.11, 0.09, 0.08, 0.08, 0.12, 0.12, 0.13, 0.12, 0.09, 0.08, 0.08, -0.11, -0.19, -0.21, -0.20, -0.19, -0.11, 0.09, 0.08, 0.09, 0.12, 0.12, 0.13, 0.13, 0.09, 0.08, 0.09]
}



# 2
{
  "formula": "C32H80F2NO20S2Zn",
  "method": "wB97M-V/def2-TZVPD",
  "charge": 1,
  "orbital_gap_ha": 0.3218,
  "total_energy_ev": -152429.02241,
  "e_homo_ha": -0.4082,
  "elements": ["Zn", "N", "S", "O", "O", "F", "S", "O", "O", "F", "C", "O", "C", "C", "O", "C", "H", "H", "H", "H", "H", "H", "H", "H", "H", "H", "C", "O", "C", "C", "O", "C", "H", "H", "H", "H", "H", "H", "H", "H", "H", "H", "C", "O", "C", "C", "O", "C", "H", "H", "H", "H", "H", "H", "H", "H", "H", "H", "C", "O", "C", "C", "O", "C", "H", "H", "H", "H", "H", "H", "H", "H", "H", "H", "C", "O", "C", "C", "O", "C", "H", "H", "H", "H", "H", "H", "H", "H", "H", "H", "C", "O", "C", "C", "O", "C", "H", "H", "H", "H", "H", "H", "H", "H", "H", "H", "C", "O", "C", "C", "O", "C", "H", "H", "H", "H", "H", "H", "H", "H", "H", "H", "C", "O", "C", "C", "O", "C", "H", "H", "H", "H", "H", "H", "H", "H", "H", "H"],
  "positions_angstrom": [[0.1138, -2.4644, -2.0180], [0.4733, -0.3020, -1.9916], [-0.6926, 0.5015, -2.6165], [-1.4071, -0.2905, -3.5323], [-0.3880, 1.8548, -2.9368], [-1.6599, 0.6073, -1.3662], [1.7375, 0.3133, -1.1217], [2.5084, -0.8761, -0.7345], [1.2732, 1.3047, -0.2564], [2.4885, 1.0587, -2.1327], [-5.2131, -1.9581, -0.0993], [-5.0038, -0.5866, 0.4424], [-5.3826, -0.5277, 1.8355], [-4.3627, -1.0199, 2.8293], [-3.9922, -2.4072, 2.7169], [-3.1425, -2.8230, 3.7240], [-6.2163, -2.3583, 0.0749], [-4.4032, -2.5559, 0.2513], [-5.0888, -1.7533, -1.1980], [-6.3244, -1.1320, 1.9372], [-5.6737, 0.5050, 2.0684], [-4.7740, -0.8550, 3.8343], [-3.4476, -0.4061, 2.6895], [-3.6967, -2.8830, 4.7059], [-2.2615, -2.2034, 3.7666], [-2.8994, -3.8618, 3.5075], [1.8116, -5.1232, -2.4819], [1.3226, -4.1701, -1.4696], [0.8041, -4.6814, -0.2620], [0.7081, -3.4467, 0.6462], [-0.1842, -2.5263, 0.0189], [-0.6882, -1.4529, 0.8276], [1.0391, -5.4513, -3.2019], [2.1856, -6.0262, -1.9696], [2.6597, -4.6438, -2.9767], [1.4065, -5.4599, 0.2108], [-0.2330, -5.0355, -0.3750], [1.6652, -2.9221, 0.7043], [0.3857, -3.6723, 1.6788], [0.2002, -0.8079, 1.0159], [-1.0956, -1.8416, 1.7409], [-1.3702, -0.8592, 0.2159], [1.4269, 5.8946, -2.3082], [2.7911, 5.6071, -2.3547], [3.0768, 4.4792, -1.5100], [4.5913, 4.3212, -1.5330], [5.0086, 3.3369, -0.5975], [6.4134, 3.2199, -0.5214], [1.1103, 6.4498, -1.4018], [0.8969, 4.9075, -2.3365], [1.1811, 6.3551, -3.2201], [2.5484, 3.6077, -1.8856], [2.7816, 4.7100, -0.4532], [5.0444, 5.3273, -1.2310], [4.8625, 4.1122, -2.5638], [6.8694, 4.2087, -0.4153], [6.7769, 2.7478, -1.4658], [6.7558, 2.6695, 0.3083], [2.2284, -1.7641, 4.3444], [1.3889, -2.1226, 5.4644], [-0.0289, -2.0561, 5.2727], [-0.5967, -0.6834, 5.0726], [-0.6752, -0.3770, 3.6992], [-1.2153, 0.9448, 3.5390], [1.9771, -2.4593, 3.5304], [3.2826, -1.8369, 4.6200], [2.0730, -0.7639, 3.9802], [-0.4977, -2.4323, 6.1868], [-0.3289, -2.6250, 4.3672], [0.0823, 0.0645, 5.5459], [-1.6397, -0.6064, 5.4666], [-2.2809, 0.9728, 3.7900], [-0.9715, 1.2083, 2.5212], [-0.6850, 1.6460, 4.1755], [1.2538, -1.5371, -4.6573], [0.6674, -2.6951, -3.9550], [-0.3217, -3.4015, -4.7663], [-1.7131, -3.2647, -4.2484], [-1.5732, -3.5013, -2.8123], [-2.8495, -3.5125, -2.0775], [1.7715, -1.9094, -5.5782], [2.0293, -1.1088, -4.0038], [0.5546, -0.6994, -4.8811], [-0.0298, -4.4461, -4.7090], [-0.2608, -3.0523, -5.8052], [-2.3867, -3.9436, -4.8575], [-2.0684, -2.2611, -4.3828], [-3.4832, -4.3567, -2.3679], [-3.3123, -2.5448, -2.2193], [-2.6635, -3.6803, -1.0278], [3.2161, 5.8123, 2.1079], [1.7619, 5.6809, 2.2197], [1.2869, 4.3481, 2.5034], [0.0318, 4.1340, 1.6940], [-1.1243, 4.3385, 2.4772], [-1.4046, 5.7164, 2.6708], [3.6891, 5.0158, 1.5312], [3.7057, 5.7551, 3.1031], [3.4359, 6.7965, 1.6911], [1.1498, 4.2038, 3.5802], [2.0681, 3.6625, 2.1522], [-0.0517, 3.0871, 1.4202], [0.0782, 4.7375, 0.7907], [-1.6281, 6.2187, 1.7284], [-0.6203, 6.2510, 3.2629], [-2.2140, 5.8211, 3.3794], [-5.5988, -0.1699, -7.0012], [-5.0870, 0.0044, -5.7027], [-6.1081, 0.0174, -4.7059], [-5.5368, 0.3570, -3.3078], [-5.2113, 1.6958, -3.3171], [-4.6022, 2.0716, -2.1502], [-4.7742, -0.2952, -7.7224], [-6.3232, 0.6609, -7.2826], [-6.2108, -1.0734, -7.0581], [-6.6152, -0.9285, -4.7377], [-6.8544, 0.8049, -4.8846], [-4.6152, -0.2261, -2.9816], [-6.2402, 0.1433, -2.5062], [-5.3127, 2.2159, -1.2948], [-4.1990, 3.1024, -2.2766], [-3.7359, 1.4201, -1.7937], [3.8684, 0.9982, 2.0755], [4.6122, 0.0397, 2.8132], [5.3786, -0.8299, 1.9861], [6.1914, -1.7209, 2.9273], [5.3503, -2.6476, 3.5914], [5.0041, -3.7202, 2.7161], [3.0880, 1.3339, 2.7273], [3.4904, 0.4532, 1.2194], [4.4813, 1.8490, 1.7753], [5.9948, -0.2053, 1.3480], [4.7226, -1.4441, 1.3521], [6.7249, -1.1323, 3.6723], [7.0073, -2.2118, 2.3598], [5.5850, -4.5927, 2.8389], [5.1256, -3.4205, 1.6838], [3.9756, -4.0390, 2.8850]],
  "lowdin_charge": [0.84, -0.32, 0.45, -0.25, -0.22, -0.17, 0.48, -0.27, -0.21, -0.05, -0.05, -0.20, -0.19, -0.18, -0.20, -0.13, 0.10, 0.05, 0.07, 0.13, 0.13, 0.13, 0.11, 0.12, 0.04, 0.09, 0.00, -0.23, -0.15, -0.14, -0.27, -0.01, 0.09, 0.11, 0.11, 0.14, 0.14, 0.13, 0.15, 0.10, 0.08, 0.09, -0.11, -0.18, -0.19, -0.20, -0.21, -0.11, 0.10, 0.09, 0.07, 0.10, 0.12, 0.15, 0.13, 0.09, 0.10, 0.06, -0.06, -0.17, -0.20, -0.23, -0.25, -0.07, 0.07, 0.09, 0.07, 0.13, 0.11, 0.15, 0.14, 0.09, 0.08, 0.09, -0.03, -0.26, -0.14, -0.14, -0.24, -0.01, 0.12, 0.09, 0.10, 0.12, 0.15, 0.17, 0.10, 0.11, 0.08, 0.08, -0.08, -0.21, -0.18, -0.21, -0.19, -0.10, 0.06, 0.09, 0.09, 0.13, 0.10, 0.10, 0.12, 0.09, 0.10, 0.08, -0.13, -0.19, -0.18, -0.22, -0.16, -0.14, 0.09, 0.11, 0.07, 0.11, 0.13, 0.12, 0.12, 0.10, 0.10, 0.08, -0.08, -0.19, -0.19, -0.19, -0.17, -0.10, 0.08, 0.05, 0.09, 0.12, 0.11, 0.13, 0.13, 0.07, 0.07, 0.08]
}